[1]
The following is a DFT calculation (ωB97M-V/def2-TZVPD) of a structure of composition C6H16N2O2 at a distorted geometry.

Last column: Mulliken charge in e.
Positions of all 26 atoms, in Å:
C  0.2410  0.9378  -1.8132  0.45
C  -1.2058  0.7170  -2.2548  -1.34
C  0.5083  0.4362  -0.3577  0.39
N  1.2238  0.2376  -2.6430  -0.70
O  1.8743  0.7145  -0.0465  -0.62
O  0.1941  -0.8791  -0.2821  -0.65
H  2.3713  0.4330  -0.8283  0.42
H  0.4886  2.0075  -1.8474  0.28
H  1.0264  -0.7576  -2.6057  0.23
H  1.1658  0.5441  -3.6073  0.27
H  -1.9078  1.2932  -1.6476  0.35
H  -1.3336  1.0423  -3.2901  0.39
H  -1.4540  -0.3418  -2.1719  0.25
C  0.0006  -1.2384  1.5026  0.66
C  -1.4549  -1.1943  1.8763  -1.39
C  0.9706  -0.7304  2.5312  -1.34
N  -0.2371  1.1470  0.6777  -0.49
H  0.2910  -2.2303  1.1671  0.33
H  -1.1905  1.3215  0.3876  0.20
H  0.2219  2.0142  0.9369  0.22
H  -1.7312  -0.2347  2.3078  0.27
H  0.6781  0.2368  2.9323  0.27
H  1.0060  -1.4594  3.3475  0.43
H  -2.0725  -1.3951  1.0039  0.35
H  -1.6437  -1.9791  2.6158  0.42
H  1.9693  -0.6423  2.1091  0.36

## Properties
Energy above the lowest of the compared OMol25 structures with the same formula, charge and spin   237.3 kJ/mol
E_HOMO   -0.3387 hartree
Largest force on an atom   3.2 eV/Å
HOMO-LUMO gap   0.37464 Ha
E   -498.16250 Ha


[2]
The following is a DFT calculation (ωB97M-V/def2-TZVPD) of a structure of composition C8H9NS2Ti at a distorted geometry.

Last column: Mulliken charge in e.
Positions of all 21 atoms, in Å:
Ti  -0.3725  0.1779  -2.3003  0.34
C  0.9130  0.0332  -3.9093  -0.93
H  1.9588  0.0210  -3.5390  0.38
H  0.6786  -0.8471  -4.5335  0.36
H  0.7240  0.9700  -4.4611  0.48
H  -1.7496  0.3938  -3.3424  0.32
H  -2.0784  0.4717  -2.4252  0.30
S  -1.0398  -1.9661  -2.1201  -0.08
C  -0.3241  -1.5648  -0.5739  0.62
N  0.0620  -0.2466  -0.3722  -0.27
C  0.3144  0.0250  0.9762  0.33
C  0.4398  1.3252  1.4694  -0.64
C  0.3096  1.5248  2.8382  -0.54
C  0.0771  0.4503  3.7090  -0.55
C  -0.0999  -0.8509  3.2071  -0.45
C  0.0251  -1.0548  1.8285  0.76
S  -0.4566  -2.4675  0.8800  0.01
H  0.5862  2.1353  0.7581  0.35
H  0.3779  2.5238  3.2618  0.40
H  0.0100  0.6327  4.7863  0.41
H  -0.3556  -1.6870  3.8624  0.40

## Properties
Net charge   +2
Energy above the lowest of the compared OMol25 structures with the same formula, charge and spin   44.8 kJ/mol
E_HOMO (spin up / spin down)   -0.5925 / -0.5925 hartree
Largest force on an atom   4.6 eV/Å
HOMO-LUMO gap (spin up / spin down)   0.18441 / 0.18449 Ha
E   -2010.06612 Ha